Formula: C4H12N2O
Source: the Open Molecules 2025 dataset
Level of theory: wB97M-V/def2-TZVPD

Each atom is followed by the atoms it is bonded to, with distances in Å.
Atoms and positions in Å:
1 C -0.51 0.74 -0.91  N2 1.455, C5 1.521, H8 1.091, H9 1.105
2 N -0.84 -0.62 -0.50  C1 1.455, C3 1.455, H10 1.015
3 C -2.27 -0.77 -0.27  N2 1.455, O4 1.409, H11 1.095, H12 1.092
4 O -2.56 -2.06 0.22  C3 1.409, H13 0.968
5 C 0.88 1.14 -0.45  C1 1.521, N6 1.458, H14 1.093, H15 1.102
6 N 1.18 0.79 0.93  C5 1.458, C7 1.466, H16 1.009
7 C 2.20 -0.26 1.06  N6 1.466, H17 1.088, H18 1.098, H19 1.092
8 H -0.66 0.90 -1.98  C1 1.091
9 H -1.21 1.43 -0.39  C1 1.105
10 H -0.37 -0.85 0.37  N2 1.015
11 H -2.73 -0.56 -1.24  C3 1.095
12 H -2.64 -0.04 0.45  C3 1.092
13 H -2.13 -2.62 -0.45  O4 0.968
14 H 1.08 2.19 -0.69  C5 1.093
15 H 1.61 0.61 -1.09  C5 1.102
16 H 1.56 1.55 1.47  N6 1.009
17 H 1.84 -1.26 0.79  C7 1.088
18 H 3.15 -0.02 0.57  C7 1.098
19 H 2.44 -0.30 2.12  C7 1.092

## Properties
SMILES string: CNCCNCO
frontier orbital gap: 9.95 eV
lowest unoccupied orbital energy: 1.07 eV
net charge: 0
max |F|: 1.5 eV/Å
ΔE to the lowest compared entry with this formula, charge and spin: 170.3 kJ/mol
total energy: -344.3202 Ha